[1]
Density functional theory data (the ωB97M-V functional and the def2-TZVPD basis) for a molecular structure, C60H78N9O2PRbS in a non-equilibrium geometry.

```
152
Properties=species:S:1:pos:R:3:forces:R:3
Rb 0.6029 1.2176 0.9246 0.620 -0.618 -1.926
O 1.8009 -0.0138 3.0192 0.432 -0.184 0.194
C 0.5896 -0.0650 3.3175 -0.164 -0.043 0.601
N -0.2702 0.9190 3.3837 -0.899 -0.903 0.147
C 0.0543 2.1792 3.8348 0.198 0.950 0.347
C 0.3740 2.2521 5.2018 0.089 0.036 0.045
C 0.5012 3.4390 5.8860 0.026 -0.082 0.196
C 0.2929 4.6329 5.2165 -0.008 0.217 -0.152
C 0.0468 4.5947 3.8578 -0.010 0.115 0.317
C -0.0485 3.4059 3.1360 0.085 -0.169 0.407
N -0.2150 3.5584 1.7338 -1.524 0.052 0.259
C 0.8265 4.0872 1.1779 1.834 1.441 -0.952
O 1.9931 4.2766 1.6042 -0.198 -0.449 0.789
C 0.8592 4.6902 -0.2103 -0.500 0.448 1.029
C 0.6455 6.1058 -0.2457 -0.378 -0.107 -0.251
C 0.6969 6.9228 -1.3163 -0.140 0.349 0.183
C 0.4392 5.0838 -3.0504 0.575 0.544 0.028
C 1.3851 4.1392 -2.4065 -0.109 0.109 0.093
N 1.4887 3.9966 -1.1365 0.678 -1.220 -0.619
C 0.0172 -1.4225 3.6498 0.312 -0.167 0.130
C 0.5612 -2.0875 4.7547 -0.015 0.018 -0.012
C 0.0654 -3.3253 5.1110 0.031 0.104 -0.063
C -0.9404 -3.8823 4.3329 -0.003 0.007 -0.038
C -1.3848 -3.1607 3.2385 0.061 -0.293 0.139
N -0.9354 -1.9606 2.9028 -0.037 0.341 -0.237
H 0.5025 1.3074 5.7167 -0.049 -0.015 0.060
H 0.7455 3.4312 6.9412 -0.022 -0.005 0.039
H 0.3420 5.5802 5.7378 0.048 0.036 0.000
H -0.0532 5.5180 3.2983 -0.020 -0.002 0.013
H 0.3829 6.5433 0.7103 -0.022 0.025 0.012
H 0.4569 7.9667 -1.1708 0.004 0.141 0.077
H 0.4574 4.9703 -4.1399 -0.030 -0.046 0.096
H 2.1405 3.6696 -3.0189 0.019 -0.202 -0.221
H 1.3636 -1.6179 5.3031 0.072 0.036 0.042
H 0.4600 -3.8574 5.9680 0.005 0.022 0.017
H -1.3655 -4.8464 4.5751 -0.041 -0.057 -0.068
H -2.1323 -3.5721 2.5728 -0.109 -0.072 -0.021
C 3.3974 1.0230 -3.6275 -0.305 0.054 -0.164
C 1.8784 0.8566 -3.8511 0.404 0.042 -0.030
N 1.2416 -0.0922 -2.9526 -0.484 0.126 -0.059
C 1.3166 -1.4861 -3.3446 0.241 -0.024 0.079
C 2.6499 -2.1749 -2.9859 -0.280 -0.165 -0.141
N 3.1674 -1.9553 -1.6573 -0.267 -0.163 0.167
C 4.1379 -0.9070 -1.4090 -0.032 0.271 0.304
C 3.6020 0.5256 -1.2063 0.020 -0.125 0.346
N 3.8749 1.4199 -2.3226 -0.183 0.224 0.131
H 3.7473 1.7895 -4.3274 -0.032 -0.112 -0.127
H 3.9003 0.0957 -3.9052 0.032 0.014 -0.075
H 1.7416 0.5694 -4.9117 -0.052 0.019 0.047
H 1.3849 1.8190 -3.7081 0.040 -0.014 0.012
H 0.2643 0.1664 -2.8596 0.150 -0.054 0.026
H 1.1508 -1.6123 -4.4332 -0.066 -0.097 0.152
H 0.5191 -2.0095 -2.8101 -0.010 -0.039 -0.049
H 3.4199 -1.9138 -3.7116 0.079 -0.012 -0.001
H 2.4685 -3.2545 -3.0958 0.041 0.079 -0.202
H 2.4116 -1.8886 -0.9840 0.056 -0.066 -0.029
H 4.8742 -0.9093 -2.2142 0.088 -0.045 0.024
H 4.6543 -1.2015 -0.4899 0.101 0.111 -0.111
H 4.0975 0.9741 -0.3375 -0.081 -0.094 -0.075
H 2.5256 0.4504 -0.9828 0.298 -0.024 -0.019
H 3.5104 2.3353 -2.0742 0.091 -0.030 -0.040
C -4.7201 2.4298 2.7888 0.254 -0.033 0.005
C -3.4688 1.5693 3.0081 -0.115 0.007 0.207
C -3.2577 1.3342 4.5016 0.097 0.013 -0.201
C -3.5924 0.3000 2.2003 0.087 0.025 -0.185
C -4.1263 -0.8724 2.7029 0.023 0.098 -0.147
C -4.2731 -2.0141 1.9287 -0.005 0.072 0.043
C -4.9166 -3.2025 2.6377 -0.076 -0.097 0.093
C -4.5017 -3.3340 4.1144 0.111 -0.011 -0.181
C -6.4477 -3.0808 2.6375 0.135 -0.164 -0.161
C -3.9115 -2.0001 0.5542 0.206 0.250 0.152
C -3.4578 -0.7896 0.0149 0.235 0.280 0.035
C -3.2622 0.3043 0.8585 -0.007 -0.194 0.148
C -3.3100 -0.3961 -1.4471 -0.103 -0.084 -0.294
C -2.9897 -1.4844 -2.4534 0.155 0.251 0.153
C -4.6034 0.3064 -1.8900 0.275 0.082 0.038
C -4.2285 -3.2681 -0.1818 -0.303 -0.260 -0.120
C -5.6005 -3.4626 -0.3687 0.013 0.065 -0.275
C -6.1656 -4.7014 -0.5976 0.004 -0.084 -0.064
C -5.3464 -5.8147 -0.5812 -0.066 -0.121 0.035
C -3.9781 -5.6257 -0.5605 0.011 -0.022 0.243
C -3.3812 -4.3672 -0.4662 0.227 0.028 -0.020
P -1.6624 -4.2107 -1.1804 0.116 -0.839 0.013
C -1.9056 -5.2196 -2.8422 0.142 0.245 0.131
C -0.8237 -4.6248 -3.7544 -0.066 -0.010 0.117
C -1.7653 -6.7440 -2.8585 0.041 0.145 0.128
C -3.2517 -4.8723 -3.4851 0.066 0.051 0.178
C -0.4625 -5.1701 -0.0130 -0.191 0.256 -0.077
C 0.2582 -3.9861 0.6516 -0.193 0.008 -0.018
C -1.1358 -6.0500 1.0346 0.008 0.116 -0.060
C 0.6139 -5.9857 -0.7275 -0.223 0.056 -0.035
H -4.5877 3.4047 3.2541 -0.038 0.140 0.072
H -5.5901 1.9480 3.2353 -0.099 -0.031 -0.001
H -4.9134 2.5672 1.7276 -0.101 0.022 -0.140
H -2.5926 2.1131 2.6420 -0.020 -0.038 -0.042
H -4.1485 0.9207 4.9749 -0.112 -0.035 0.048
H -3.0224 2.2817 4.9833 0.007 0.069 0.101
H -2.4149 0.6648 4.6507 0.080 -0.057 0.061
H -4.4493 -0.8935 3.7300 0.031 -0.067 0.204
H -4.6357 -4.1254 2.1215 -0.027 0.009 -0.012
H -5.1180 -2.6988 4.7476 -0.055 0.080 0.078
H -3.4650 -3.0604 4.2764 -0.038 -0.024 0.107
H -4.6480 -4.3616 4.4456 -0.030 -0.081 0.045
H -6.7362 -2.1073 3.0279 -0.038 0.113 0.083
H -6.8770 -3.8525 3.2750 -0.087 -0.070 0.080
H -6.8657 -3.1950 1.6453 -0.136 0.051 -0.031
H -2.8910 1.2186 0.4146 -0.018 0.047 -0.011
H -2.5001 0.3461 -1.4851 -0.127 -0.061 -0.002
H -3.8094 -2.1971 -2.4951 -0.006 -0.092 -0.095
H -2.0720 -2.0011 -2.1820 -0.096 -0.012 -0.115
H -2.8575 -1.0393 -3.4407 -0.073 0.005 -0.109
H -5.4482 -0.3762 -1.8135 -0.116 -0.093 0.030
H -4.5121 0.6231 -2.9279 -0.042 0.055 -0.124
H -4.8018 1.1836 -1.2807 -0.073 0.090 0.106
H -6.2353 -2.5903 -0.3091 -0.066 0.069 0.111
H -7.2318 -4.8039 -0.7415 -0.093 0.031 0.056
H -5.7600 -6.8121 -0.6343 -0.017 -0.066 -0.064
H -3.3333 -6.4868 -0.6247 0.009 -0.063 -0.083
H 0.1775 -4.7957 -3.3655 0.117 0.022 -0.020
H -0.9718 -3.5524 -3.8585 0.054 0.130 -0.037
H -0.8807 -5.0699 -4.7472 -0.009 -0.118 -0.152
H -0.7471 -7.0603 -2.6640 0.058 -0.066 0.031
H -2.0308 -7.1033 -3.8547 -0.016 -0.022 -0.104
H -2.4315 -7.2357 -2.1564 -0.019 -0.107 0.054
H -3.3683 -3.7997 -3.5905 -0.087 0.129 -0.038
H -4.0925 -5.2621 -2.9205 -0.108 0.004 -0.014
H -3.2881 -5.3104 -4.4829 0.053 -0.044 -0.138
H 0.8199 -4.3066 1.5286 0.078 -0.080 0.120
H -0.4375 -3.2082 0.9591 0.098 0.057 -0.009
H 0.9574 -3.5491 -0.0599 0.057 0.121 -0.063
H -1.9757 -5.5491 1.5072 -0.107 0.017 0.088
H -0.4136 -6.2969 1.8132 0.103 -0.055 0.093
H -1.4880 -6.9857 0.6031 -0.098 -0.081 -0.058
H 0.9618 -5.4790 -1.6215 0.184 0.018 -0.140
H 0.2704 -6.9799 -0.9900 -0.030 -0.123 -0.062
H 1.4679 -6.1002 -0.0621 0.120 0.008 0.124
N -3.0021 3.5425 -0.0918 -0.088 0.283 -0.254
C -2.4911 4.2250 -1.1670 -0.808 0.837 -0.016
N -1.3004 4.0610 -1.6123 0.281 -0.587 -0.147
C -0.9491 4.9954 -2.5312 -0.523 0.484 -0.240
C 1.0221 6.5357 -2.7214 0.362 -0.754 -0.162
C 0.6038 7.5043 -3.7559 -0.422 0.121 -0.349
C -0.6901 7.6817 -4.1622 0.677 0.574 -0.207
C -1.8498 7.0636 -3.6882 -0.433 -0.244 0.052
C -1.9205 5.9348 -2.8579 -0.199 -0.448 0.327
S -3.3864 5.5460 -1.9556 0.508 -0.413 0.152
H -2.2679 3.4077 0.6068 0.182 -0.078 0.178
H -3.8221 3.9866 0.2988 0.081 -0.156 0.071
H 2.1138 6.4308 -2.7789 -0.099 0.020 -0.137
H 1.3869 8.0391 -4.2774 -0.036 0.178 0.017
H -0.8492 8.4620 -4.8999 -0.034 -0.030 -0.062
H -2.7931 7.5051 -3.9844 -0.035 0.051 0.004
```
Positions in Å, forces in eV/Å.

Summary:
2S+1: 1
Lowest unoccupied orbital energy (spin up / spin down): 1.31 / 1.98 eV
HOMO-LUMO gap (spin up / spin down): 0.19295 / 0.23226 Eh
Net charge: -1


[2]
Density functional theory data (the ωB97M-V functional and the def2-TZVPD basis) for 2 unconnected molecules or ions with the total composition C8H7F2I in a non-equilibrium geometry.

```
18
Properties=species:S:1:pos:R:3:forces:R:3
C -0.7965 -1.5955 -0.3312 -1.004 0.960 -0.094
C -1.3682 -1.0707 0.8130 -0.637 -0.306 0.143
C -0.6328 -0.7024 -1.4207 2.145 -2.305 -1.461
C -1.7374 0.2623 0.9177 0.671 0.785 0.352
C -0.8367 0.6323 -1.3604 -1.470 0.988 0.792
C -1.3573 1.1926 -0.1285 0.170 -1.343 0.746
C 2.2949 1.1408 -1.6823 2.036 -0.527 0.148
C -1.2879 2.5313 0.1618 -1.110 -1.561 1.707
F -0.8303 3.3791 -0.6606 0.781 2.078 -1.397
F -1.6073 3.0645 1.3554 0.200 -0.284 -0.972
I 2.9891 -0.1847 -0.2149 -0.370 0.534 -0.522
H -0.8003 -2.6824 -0.2647 0.857 0.239 -1.080
H -1.5530 -1.8927 1.5086 -0.363 1.023 0.662
H -0.0768 -1.0937 -2.3258 -1.135 0.388 0.823
H -2.1433 0.7282 1.8286 0.133 -0.632 -0.414
H -0.7808 1.2652 -2.2438 0.354 -0.142 0.205
H 3.1251 1.4471 -2.3741 -1.498 -0.153 0.678
H 1.2264 1.2441 -1.7173 0.240 0.256 -0.316
```
Positions in Å, forces in eV/Å.

Summary:
2S+1: 1
Lowest unoccupied orbital energy (spin up / spin down): -0.31 / -0.53 eV
HOMO-LUMO gap (spin up / spin down): 0.25013 / 0.28393 Eh
Energy above the lowest of the compared OMol25 structures with the same formula, charge and spin: 0.0 kJ/mol
Net charge: 0


[3]
Density functional theory data (the ωB97M-V functional and the def2-TZVPD basis) for a gas-phase ion, CH3ClN3O (charge +1) in a non-equilibrium geometry.

```
9
Properties=species:S:1:pos:R:3:forces:R:3
H -2.4265 -2.2109 -0.2666 0.912 2.469 -0.108
N -1.6662 -1.4395 -0.3405 0.193 -3.128 -0.088
N -1.7531 -0.2807 -0.1092 -3.567 0.582 1.162
Cl -3.5780 0.4957 0.1011 1.599 -0.537 -0.091
N -0.8620 0.5757 -0.0871 2.721 2.421 -0.643
C -0.0280 1.3981 0.4944 -0.909 -2.519 -3.843
O 0.9239 1.8808 -0.2253 -1.970 -1.904 -1.975
H -0.0260 1.5319 1.4827 -0.257 0.853 4.060
H 1.4920 2.5493 0.0669 1.278 1.763 1.525
```
Positions in Å, forces in eV/Å.

Summary:
2S+1: 1
Lowest unoccupied orbital energy: -6.70 eV
HOMO-LUMO gap: 0.34302 Eh
Energy above the lowest of the compared OMol25 structures with the same formula, charge and spin: 90.6 kJ/mol
Net charge: +1